Arrangement a

DFT (wB97M-V/def2-TZVPD) results for a molecular structure, C4H7N2OS.

Charge = +1
HOMO level = -0.465 Eh
Multiplicity = 1

CARTESIAN COORDINATES (ANGSTROEM)
C  1.995  -2.024  -1.360
C  2.780  -1.701  0.855
C  1.720  -1.522  -0.110
C  -0.435  1.292  -0.198
N  3.243  -2.411  -1.468
N  -1.580  0.607  0.043
O  0.596  -0.877  0.343
S  4.026  -2.290  -0.071
H  1.259  -2.107  -2.160
H  2.629  -1.540  1.861
H  -0.181  1.553  -1.274
H  0.114  1.873  0.535
H  -0.144  -1.685  0.411
H  -1.829  -0.123  -0.768
H  -1.716  0.232  1.062

Löwdin population analysis, charges in e, atoms 1 to 2:
1. C -0.22
2. C -0.29



Arrangement b

DFT (wB97M-V/def2-TZVPD) results for a molecular structure, C4H7N2OS.

Charge = +1
HOMO level (alpha / beta) = -0.508 / -0.508 Eh
Multiplicity = 1

CARTESIAN COORDINATES (ANGSTROEM)
C  1.386  0.038  1.189
C  -0.354  1.454  1.097
C  0.623  -0.870  0.287
C  -0.220  0.005  -0.684
N  0.814  1.098  1.540
N  -0.654  1.192  -0.176
O  -1.889  -0.886  -0.621
S  0.224  0.117  -2.390
H  2.425  -0.226  1.449
H  -0.771  2.273  1.814
H  1.195  -1.582  -0.255
H  -0.136  -1.474  0.959
H  -1.261  1.731  -0.800
H  -1.985  -1.716  -0.997
H  0.603  -1.154  -2.413

Löwdin population analysis, charges in e, atoms 1 to 2:
1. C -0.02
2. C -0.03



Arrangement c

DFT (wB97M-V/def2-TZVPD) results for a gas-phase ion, C4H7N2OS (charge +1).

Charge = +1
HOMO level = -0.484 Eh
Multiplicity = 1

CARTESIAN COORDINATES (ANGSTROEM)
C  -0.601  1.474  0.046
C  -1.534  0.679  -0.454
C  0.027  -1.374  0.033
C  0.803  1.070  0.556
N  -1.372  -0.623  -0.849
N  0.819  -0.492  0.580
O  1.771  1.448  -0.282
S  -0.057  -3.052  0.177
H  -0.777  2.518  -0.008
H  -2.390  1.230  -0.808
H  0.793  1.614  1.506
H  -2.112  -1.316  -0.853
H  1.634  -0.931  0.949
H  1.792  1.187  -1.223
H  1.205  -3.432  0.630

Löwdin population analysis, charges in e, atoms 1 to 2:
1. C -0.02
2. C -0.18



Least stable of them? arrangement b.



Arrangement a

DFT (wB97M-V/def2-TZVPD) results for a single C4H7N3OS molecule.

Charge = 0
HOMO level (alpha / beta) = -0.327 / -0.327 Eh
Multiplicity = 1

CARTESIAN COORDINATES (ANGSTROEM)
C  2.073  -1.105  0.145
C  -0.001  -0.061  0.419
C  -1.964  -1.398  0.485
C  1.240  1.413  -1.251
N  3.209  -0.976  -0.056
N  0.882  -1.340  0.435
N  -1.298  -0.163  0.664
O  -0.479  2.467  0.617
S  0.700  1.629  0.516
H  -2.862  -1.430  -0.118
H  -1.305  -2.118  0.236
H  -2.476  -1.672  1.514
H  1.536  2.403  -1.598
H  0.478  1.078  -1.782
H  2.107  0.587  -1.209
H  -1.840  0.686  0.983

Löwdin population analysis, charges in e, atoms 1 to 2:
1. C -0.57
2. C -0.33



Arrangement b

DFT (wB97M-V/def2-TZVPD) results for a molecular structure, C4H7N3OS.

Charge = 0
HOMO level = -0.298 Eh
Multiplicity = 1

CARTESIAN COORDINATES (ANGSTROEM)
C  -1.419  -0.906  0.160
C  2.020  -0.427  0.101
C  -1.669  0.626  0.015
C  -0.353  1.236  -0.171
N  -0.195  -1.287  0.295
N  0.671  -0.308  0.167
N  2.497  -1.682  -0.043
O  -0.071  2.372  0.500
S  2.941  0.932  0.030
H  -2.319  -1.608  0.109
H  -2.217  0.934  -0.882
H  -2.182  0.889  1.073
H  -0.045  1.265  -1.217
H  1.682  -2.295  0.143
H  3.477  -1.678  0.111
H  0.788  2.714  0.234

Löwdin population analysis, charges in e, atoms 1 to 2:
1. C -0.12
2. C -0.96



Least stable of them? arrangement a.



Arrangement a

DFT (wB97M-V/def2-TZVPD) results for 2 unconnected molecules or ions with the total composition C4H14NOS2.

Charge = +1
HOMO level = -0.465 Eh
Multiplicity = 1

CARTESIAN COORDINATES (ANGSTROEM)
N  -0.031  -1.074  -1.173
C  1.128  -0.124  -1.207
C  0.897  0.936  -2.255
C  1.326  0.419  0.205
S  1.628  -0.833  1.460
S  -0.225  -1.313  2.172
C  -0.482  -0.085  3.473
H  -0.235  -1.366  -2.130
H  0.095  -1.931  -0.642
H  -0.929  -0.670  -0.841
H  2.003  -0.712  -1.413
H  1.795  1.099  -2.818
H  0.527  1.903  -1.924
H  0.242  0.598  -3.074
H  2.151  1.145  0.226
H  0.464  1.040  0.489
H  -1.449  -0.330  3.897
H  -0.628  0.905  3.022
H  0.309  -0.085  4.198
H  -2.394  0.700  -0.219
H  -3.561  -0.059  -0.841
O  -2.631  -0.161  -0.605

Löwdin population analysis, charges in e, atoms 1 to 2:
1. N 0.19
2. C -0.40



Arrangement b

DFT (wB97M-V/def2-TZVPD) results for 2 unconnected molecules or ions with the total composition C4H14NOS2.

Charge = +1
HOMO level = -0.457 Eh
Multiplicity = 1

CARTESIAN COORDINATES (ANGSTROEM)
N  -0.526  2.419  1.287
C  -0.481  2.560  -0.196
C  -0.573  1.218  -0.903
S  -1.284  -0.260  -0.136
S  0.343  -1.546  -0.080
C  0.355  -2.592  -1.635
C  1.437  -3.680  -1.504
H  0.360  2.548  1.775
H  -1.068  3.098  1.805
H  -0.844  1.465  1.571
H  0.423  3.143  -0.445
H  -1.123  3.396  -0.546
H  0.468  0.899  -0.996
H  -1.073  1.224  -1.850
H  -0.584  -3.128  -1.730
H  0.534  -2.066  -2.590
H  2.161  -3.524  -2.309
H  1.041  -4.605  -1.999
H  1.928  -3.790  -0.574
H  -1.313  1.040  3.808
H  0.291  0.872  3.819
O  -0.472  1.308  3.428

Löwdin population analysis, charges in e, atoms 1 to 2:
1. N 0.12
2. C -0.19



Arrangement c

DFT (wB97M-V/def2-TZVPD) results for 4 unconnected molecules or ions with the total composition C4H14NOS2.

Charge = +1
HOMO level = -0.466 Eh
Multiplicity = 1

CARTESIAN COORDINATES (ANGSTROEM)
N  -1.614  0.841  -1.391
C  -2.010  0.690  -0.023
C  -0.873  0.826  0.996
C  -2.631  -0.694  0.297
S  -1.769  -2.040  -0.579
S  2.210  0.170  0.609
C  3.849  -0.423  0.807
H  -0.984  0.180  -1.740
H  -0.170  -1.044  1.240
H  -2.377  0.920  -2.069
H  -2.789  1.534  0.158
H  -0.244  1.605  0.525
H  -1.055  1.155  2.078
H  -0.367  -0.180  1.031
H  -3.537  -0.669  -0.264
H  -2.764  -0.903  1.377
H  4.028  -1.405  0.351
H  4.568  0.297  0.379
H  4.054  -0.622  1.879
H  2.104  -0.332  -2.221
H  1.184  0.261  -1.285
O  1.185  -0.167  -2.155

Löwdin population analysis, charges in e, atoms 1 to 2:
1. N 0.06
2. C -0.48



Least stable of them? arrangement c.